No. 1
40
Properties=species:S:1:pos:R:3 method="wB97M-V/def2-TZVPD" homo_lumo_gap_ev="3.47 / 9.17" e_homo_ev="1.524 / -4.349" multiplicity=2 e_lumo_ev="5.0 / 4.8" e_above_lowest_kcal_mol=11.0 total_energy_ha=-3675.961738 charge=-2 s2=0.752
As 0.181 -0.500 -0.275
F -0.106 -2.282 -0.043
F -0.577 -0.430 -1.872
F 0.434 1.286 -0.377
F 0.972 -0.522 1.364
F 1.756 -0.715 -1.137
F -1.395 -0.251 0.544
O -3.682 0.797 -0.326
H -2.877 1.103 -0.745
H -3.560 -0.148 -0.233
O -0.346 0.544 4.059
H 0.538 0.873 3.895
H -0.213 -0.261 4.560
O 3.190 1.731 -2.455
H 2.740 0.951 -2.130
H 4.085 1.647 -2.124
O 3.883 -2.136 -1.044
H 4.395 -2.084 -0.237
H 2.994 -1.898 -0.781
O -0.427 2.889 1.540
H -0.744 2.010 1.748
H 0.147 2.765 0.784
O -2.955 0.347 2.656
H -2.187 0.137 3.187
H -2.759 -0.020 1.794
O 2.147 1.129 3.882
H 1.926 0.686 3.063
H 2.866 1.717 3.650
O -2.951 -1.854 -1.142
H -2.124 -1.928 -0.665
H -2.820 -2.381 -1.931
O -2.714 -0.112 -4.327
H -2.051 0.188 -3.705
H -2.792 -1.051 -4.160
O -0.149 -4.899 -1.147
H -0.131 -3.949 -1.034
H 0.033 -5.034 -2.077
O 1.550 3.926 -0.590
H 1.997 3.142 -0.908
H 1.725 4.589 -1.258

---

No. 2
21
Properties=species:S:1:pos:R:3 method="wB97M-V/def2-TZVPD" homo_lumo_gap_ev=11.70 e_homo_ev=-6.009 e_lumo_ev=5.7 e_above_lowest_kcal_mol=29.3 total_energy_ha=-1866.049350 charge=-2
Cd -6.712 -20.125 6.962
B -8.987 -19.898 8.429
F -8.449 -19.084 7.427
F -7.980 -20.777 8.833
F -9.557 -19.228 9.515
F -9.979 -20.689 7.797
B -7.628 -22.438 5.896
F -8.670 -23.292 6.156
F -8.065 -21.111 5.639
F -6.837 -22.275 7.068
F -6.824 -22.869 4.829
B -5.333 -19.013 5.134
F -6.670 -18.610 5.463
F -4.429 -18.117 5.697
F -5.094 -20.323 5.731
F -5.042 -19.051 3.779
B -5.282 -19.156 8.904
F -6.137 -19.314 9.994
F -4.001 -18.750 9.264
F -5.128 -20.470 8.285
F -5.924 -18.295 8.020

---

No. 3
57
Properties=species:S:1:pos:R:3 method="wB97M-V/def2-TZVPD" homo_lumo_gap_ev="6.97 / 5.47" e_homo_ev="-8.489 / -8.447" multiplicity=2 e_lumo_ev="-1.5 / -3.0" total_energy_ha=-2808.717497 charge=0 s2=0.761
Cd -2.062 0.670 0.400
Cd -1.706 -2.232 -1.142
Cd 1.726 1.489 0.553
P 0.174 -0.629 0.087
O -1.149 -1.050 0.783
O -0.181 0.883 0.036
O 0.069 -1.479 -1.191
O 1.523 -0.370 0.857
P -3.896 -0.980 -0.664
O -2.656 -0.362 -1.315
O -3.539 -2.471 -0.491
O -5.281 -0.701 -1.369
O -3.908 -0.017 0.550
B 3.873 1.581 0.982
H 3.652 1.096 1.920
H 3.508 1.002 0.148
H 3.525 2.602 1.005
H 4.937 1.609 0.808
O -0.049 0.090 -3.689
H -0.938 0.441 -3.734
H -0.023 -0.391 -2.862
O -0.405 2.909 -2.526
H -1.070 2.285 -2.234
H -0.899 3.588 -2.986
O -2.142 1.247 2.339
H -2.578 0.766 3.041
H -1.853 2.062 2.750
O 3.642 -2.024 1.571
H 2.972 -1.467 1.175
H 3.210 -2.870 1.692
O -0.930 -2.627 3.056
H -0.868 -2.075 2.276
H -1.219 -2.032 3.748
O 1.050 1.977 2.525
H 1.262 1.549 3.355
H 0.308 2.545 2.730
O 1.131 3.596 0.245
H 1.497 4.470 0.386
H 0.247 3.757 -0.085
O 1.612 -1.033 3.537
H 1.409 -0.750 2.645
H 0.788 -0.933 4.013
O -1.925 -2.593 -3.127
H -2.585 -2.353 -3.777
H -1.327 -3.176 -3.596
O -2.420 2.430 -0.490
H -1.962 3.135 -0.032
H -3.121 2.872 -0.969
O 1.993 1.750 -1.668
H 2.670 1.720 -2.344
H 1.221 2.093 -2.116
O 2.213 -3.026 -1.833
H 1.483 -2.457 -1.590
H 2.469 -2.729 -2.705
O -1.105 -4.113 -0.391
H -1.677 -4.333 0.344
H -0.690 -4.942 -0.629

---

No. 4
7
Properties=species:S:1:pos:R:3 method="wB97M-V/def2-TZVPD" homo_lumo_gap_ev=7.15 e_homo_ev=-21.079 e_lumo_ev=-13.9 e_above_lowest_kcal_mol=0.0 total_energy_ha=-534.521342 charge=+2
Hf 0.033 -1.615 -0.423
B -0.501 0.548 0.305
H -0.860 1.549 0.720
H 0.633 0.587 0.196
H -0.879 -0.313 0.964
H -0.957 0.271 -0.718
Cl 2.531 -1.028 -1.045

---

No. 5
21
Properties=species:S:1:pos:R:3 method="wB97M-V/def2-TZVPD" homo_lumo_gap_ev="8.47 / 6.59" e_homo_ev="-14.505 / -14.505" multiplicity=2 e_lumo_ev="-6.0 / -7.9" e_above_lowest_kcal_mol=146.8 total_energy_ha=-2049.372246 charge=+1 s2=0.753
Cu 1.053 24.125 9.872
B -0.942 21.538 11.665
H -1.538 20.880 12.277
H -1.467 21.805 10.760
H -0.825 22.465 12.204
H 0.012 21.105 11.407
O -0.073 27.892 11.353
H 0.579 28.584 11.243
H -0.776 28.302 11.856
O 3.866 26.333 8.420
H 4.497 26.939 8.809
H 3.786 26.620 7.510
O 3.198 24.481 13.045
H 4.137 24.594 13.193
H 2.782 25.026 13.713
O -1.610 24.993 6.841
H -1.676 24.454 6.053
H -2.467 25.411 6.919
O 2.520 21.545 7.305
H 3.388 21.667 6.919
H 2.079 20.934 6.716

---

No. 6
29
Properties=species:S:1:pos:R:3 method="wB97M-V/def2-TZVPD" homo_lumo_gap_ev=9.66 e_homo_ev=-6.715 e_lumo_ev=2.9 e_above_lowest_kcal_mol=22.6 total_energy_ha=-1036.162925 charge=-1
B 0.040 1.546 0.787
F 1.346 2.053 0.797
F -0.727 2.001 -0.316
F 0.261 0.208 0.687
F -0.712 1.633 1.923
O 2.338 -2.411 0.913
H 1.379 -2.399 1.036
H 2.459 -2.929 0.125
O -3.566 1.064 -0.618
H -3.481 0.171 -0.993
H -2.777 1.260 -0.139
O -1.622 0.492 -2.658
H -1.290 -0.282 -2.237
H -1.830 1.104 -1.945
O 1.767 -1.427 -1.877
H 1.604 -0.481 -1.815
H 2.611 -1.628 -2.297
O -0.221 -0.534 3.614
H -0.450 0.280 3.253
H -0.351 -1.234 3.023
O 1.095 1.149 -2.345
H 0.172 1.133 -2.604
H 0.944 1.681 -1.603
O 3.082 0.176 0.034
H 2.529 -0.595 0.027
H 2.400 0.817 0.355
O -2.594 -1.014 1.392
H -2.559 -1.427 2.248
H -1.843 -0.407 1.236

---

No. 7
50
Properties=species:S:1:pos:R:3 method="wB97M-V/def2-TZVPD" homo_lumo_gap_ev=9.84 e_homo_ev=-7.567 e_lumo_ev=2.3 e_above_lowest_kcal_mol=26.3 total_energy_ha=-1571.234933 charge=-1
B -3.217 -3.008 -11.067
F -3.066 -1.739 -10.621
F -1.990 -3.503 -11.541
F -3.693 -3.921 -10.135
F -3.997 -2.996 -12.252
O -2.106 -0.136 -12.703
H -2.887 -0.606 -12.411
H -1.416 -0.767 -12.450
O -5.537 -6.121 -9.806
H -4.946 -5.825 -9.106
H -5.092 -6.849 -10.196
O -6.508 -3.556 -13.037
H -6.410 -3.824 -13.931
H -5.646 -3.401 -12.662
O -0.550 -5.105 -13.594
H -0.028 -4.394 -13.986
H -1.350 -4.723 -13.183
O 1.114 -5.090 -11.510
H 0.444 -5.066 -12.242
H 1.391 -6.042 -11.425
O -3.341 -4.428 -14.980
H -3.852 -4.214 -14.215
H -3.381 -5.340 -15.154
O -4.165 -5.648 -12.579
H -4.256 -5.161 -11.767
H -3.509 -6.273 -12.313
O -4.994 -0.375 -12.314
H -5.164 -1.076 -11.701
H -5.563 0.277 -11.903
O -1.427 -2.200 -8.139
H -2.367 -2.231 -8.218
H -1.123 -2.588 -8.915
O -4.136 -2.406 -8.002
H -4.418 -2.030 -8.826
H -4.214 -3.336 -8.247
O -3.893 0.723 -9.478
H -4.714 0.862 -9.949
H -3.368 0.130 -10.078
O -6.705 -3.805 -8.448
H -6.520 -2.879 -8.725
H -6.383 -4.334 -9.204
O -4.911 -1.060 -15.029
H -4.986 -0.199 -15.442
H -4.788 -0.882 -14.095
O -0.223 -1.658 -11.345
H -0.842 -2.387 -11.277
H 0.629 -1.885 -11.744
O -4.207 -5.266 -7.634
H -3.886 -5.151 -6.745
H -3.407 -5.253 -8.157